[1]
Computed, not measured: one molecule with the formula C3H9N3, with ωB97M-V with the def2-TZVPD basis set.

Output
- HOMO (spin up / spin down): -8.63 / -8.61 eV
- E_tot: -283.84392 Ha
- Kohn-Sham gap (spin up / spin down): 9.11 / 9.10 eV
- LUMO energy (spin up / spin down): 0.474 / 0.487 eV

Geometry as ORCA input:
```
! wB97M-V def2-TZVPD RIJCOSX def2/J DEFGRID3
* xyz 0 1
H 0.9922 -0.4812 -1.5017
H -0.1383 0.0454 1.2916
H 2.3123 0.7926 0.9525
C 0.9519 0.1045 -0.5820
H 0.5822 1.1011 -0.8360
H -4.0605 -0.0501 -0.7084
N -1.2836 -0.8003 -0.2717
H 2.7220 -0.7860 0.2769
C 2.3383 0.2037 0.0369
C -0.0453 -0.5661 0.3767
N -3.5711 0.5074 -0.0056
H -1.8943 0.7158 0.8505
N -2.2746 0.0847 0.1242
H 0.3416 -1.5524 0.6534
H 3.0274 0.6808 -0.6575
*
```

How positive or negative is each atom? The Mulliken charges in e answer that:
1. H 0.297
2. H 0.389
3. H 0.331
4. C -0.311
5. H 0.264
6. H 0.215
7. N -0.515
8. H 0.319
9. C -1.150
10. C -0.533
11. N -0.688
12. H 0.207
13. N 0.525
14. H 0.324
15. H 0.325

---

[2]
Computed, not measured: a 2-piece molecular cluster, C4H7O5S overall, with ωB97M-V with the def2-TZVPD basis set.

Output
- HOMO: -4.89 eV
- E_tot: -931.03972 Ha
- Kohn-Sham gap: 8.57 eV
- LUMO energy: 3.685 eV

Geometry as ORCA input:
```
! wB97M-V def2-TZVPD RIJCOSX def2/J DEFGRID3
* xyz -1 1
C -0.8141 1.1146 0.9371
C -1.0816 -0.1750 0.1237
H 2.4080 -0.3104 0.8296
H -0.2470 -1.7007 -2.0372
H 0.7091 -0.9944 0.6562
O 2.9763 -1.4301 -1.8293
H -1.3281 2.9404 0.2059
C -1.8676 2.1859 0.8054
O 0.6328 -2.0478 -2.0224
O -0.7756 0.0530 -1.0669
O -1.5901 -1.2170 0.5904
C 1.7152 -1.0529 0.3269
O 0.2246 1.2594 1.4954
H 2.1136 -2.0825 0.4728
H -2.1485 2.6824 1.6936
S 1.6880 -0.8197 -1.5369
H -2.6152 1.5948 0.3558
*
```

How positive or negative is each atom? The Mulliken charges in e answer that:
1. C 0.980
2. C 0.319
3. H 0.253
4. H 0.382
5. H 0.213
6. O -0.666
7. H 0.223
8. C -1.225
9. O -0.481
10. O -0.784
11. O -0.747
12. C -0.728
13. O -0.544
14. H 0.365
15. H 0.382
16. S 0.711
17. H 0.348

---

[3]
Computed, not measured: C45H67N3O5PTa as an isolated structure, with ωB97M-V with the def2-TZVPD basis set.

Output
- HOMO: -12.95 eV
- E_tot: -2693.46194 Ha
- Kohn-Sham gap: 6.25 eV
- LUMO energy: -6.702 eV

Geometry as ORCA input:
```
! wB97M-V def2-TZVPD RIJCOSX def2/J DEFGRID3
* xyz 2 1
H 6.6834 -1.1233 1.5183
C -0.6411 -1.7010 -3.5246
O 4.2932 1.1367 2.0730
C -0.1321 -0.3015 -3.7921
C -1.7600 0.5954 2.6861
C 3.4425 -2.3256 -3.0153
H 2.3699 -4.3443 -0.5507
C 4.1826 -3.4953 1.6362
C -1.8385 -3.5629 -0.4457
H 3.6072 3.6724 -2.1191
C 6.5656 1.5616 2.7143
C 0.8792 -2.4946 0.3677
H -1.3850 -5.4395 3.0784
H -1.7431 -0.2758 4.6018
C -1.3049 2.7909 0.0235
H -0.0793 1.5478 4.5860
H -2.8151 0.3335 2.6788
H 0.1962 -5.2632 -0.3752
O 4.0425 -1.2094 0.9033
H 3.1035 3.2922 -3.7614
H 0.9174 -3.5138 0.7532
C -1.0354 -0.2028 3.7657
H -0.4042 -1.9735 -2.4929
C -0.5613 -5.5705 0.3425
H -2.3856 4.6201 0.5093
C 3.3228 -3.4659 -2.2236
H 3.8916 -4.3519 -2.4555
C 3.0967 2.9358 -2.7351
H -1.6835 1.6593 2.8961
H -0.0772 -6.0407 1.1944
C 0.1842 0.5224 4.3390
O 2.9289 0.7660 -0.0883
H -2.5144 3.0860 -1.6717
C -0.5783 -2.2707 2.1194
C 0.6194 2.2883 -4.4193
C 1.7557 3.0746 2.0146
H 1.0603 4.6840 -3.0018
H 5.0806 -0.7050 3.4539
H -2.3930 -4.8508 1.1239
H -0.1209 3.9340 -1.9249
H 6.2875 -2.3596 0.3181
H 3.6502 1.9996 -2.6905
H 6.7696 2.2159 0.0083
H 1.9847 4.0405 2.4588
C -1.5550 3.9625 0.6700
P 3.4016 0.1817 1.2353
Ta 0.8750 0.4241 0.3476
H 4.7533 -4.2022 2.2326
H -0.1919 -2.5213 -5.4903
H 6.2083 1.7842 3.7166
C 0.5267 0.4847 -2.8211
H 1.3415 4.6529 -1.2689
H -0.9381 -4.4742 5.3054
C 6.2287 -2.0988 1.3736
H 6.1611 0.5572 0.1341
H -2.5875 -2.6188 -3.2518
H 0.9231 3.2897 -4.6770
H -2.5758 -0.3546 -0.0240
C 1.7231 -1.2109 -1.7061
H -0.2201 1.9194 -6.3511
C -2.1219 2.2451 -1.1032
H -1.5171 1.6275 -1.7628
N 0.1215 -1.6633 1.0346
H 1.8607 2.3208 2.7941
C 5.9054 1.6063 0.2635
C 5.4883 1.9126 1.6930
C -0.7582 -1.6534 3.3936
H -2.4244 -1.7406 -4.7586
H -0.3605 5.0494 2.2007
C -0.3929 0.2328 -5.0452
H 4.4452 3.7086 1.0532
H -1.9249 -0.7206 -1.3792
H 7.4577 2.1517 2.5292
C -0.9062 -3.8602 4.4191
C 1.6622 2.7396 -2.2302
O -1.7257 -0.5044 -0.4572
C 1.6826 -2.3223 -0.8090
H 4.1480 -2.2968 -3.8300
H -2.6351 -0.8457 -3.2651
H -2.5696 -2.8073 -0.1750
C 0.9050 1.8037 -3.1457
C -2.1665 -1.7262 -3.7039
H 3.5319 -1.5466 3.4844
H -0.4013 -3.7287 -4.2303
H 4.6876 3.5825 2.8049
H 5.0117 -2.4031 3.9351
H 1.0147 0.5228 3.6444
H 0.5114 0.0315 5.2522
H 2.6766 -0.3784 -3.4239
H -0.8905 -0.3751 -5.7807
C -0.9677 -3.6443 2.0083
H 6.0402 3.9787 1.7442
H -2.2840 -4.2191 -1.1894
H 6.7913 -2.8301 1.9465
H -0.8793 -2.0238 5.4812
C 2.6317 -1.2407 -2.7761
C -0.0196 1.5204 -5.3696
C 4.7720 -2.0999 1.8220
C 4.5932 -1.6556 3.2653
C 0.0049 -2.7429 -4.4459
N -0.1015 2.2259 0.4931
H 2.4903 2.8790 1.2334
H -1.1751 -6.3235 -0.1448
C -0.8335 -2.4861 4.5073
N 0.8761 -0.1239 -1.5600
C 2.4623 -3.4542 -1.1548
C -0.4760 4.1978 1.5615
H 4.2477 -3.7952 0.5954
H 3.1463 -3.5229 1.9644
O 2.0740 -0.0194 1.9633
H -2.9864 1.6903 -0.7437
H -0.9738 -3.0842 -0.8956
C 0.3912 3.1618 1.4260
C 5.1321 3.3896 1.8318
C -1.1040 -4.4015 3.1663
H 5.0974 1.8470 -0.4253
C -1.4586 -4.3962 0.7706
H 6.8391 0.5123 2.6707
H -1.3521 0.3993 1.6971
C 0.9389 4.0856 -2.1042
H 1.7265 2.3081 -1.2305
H 1.0824 -2.7796 -4.3105
*
```

Mulliken atomic charge list, values in e, 99 entries:
1. H 0.192
2. C 1.548
3. O -0.169
4. C 1.172
5. C -1.275
6. C -0.850
7. H 0.598
8. C -1.449
9. C -1.765
10. H 0.482
11. C -1.688
12. C -1.580
13. H 0.566
14. H 0.878
15. C 0.000
16. H 0.463
17. H 0.548
18. H 0.241
19. O 0.354
20. H 0.360
21. H 0.558
22. C 0.041
23. H -1.391
24. C -1.548
25. H 0.650
26. C -1.283
27. H 0.555
28. C -1.715
29. H 0.339
30. H 0.388
31. C -1.163
32. O 0.117
33. H 0.602
34. C 0.884
35. C -0.397
36. C -0.409
37. H 0.550
38. H 0.268
39. H 0.948
40. H 0.285
41. H 0.265
42. H 0.311
43. H 0.535
44. H 0.786
45. C -1.059
46. P -0.738
47. Ta -0.423
48. H 0.674
49. H 0.407
50. H 0.374
51. C -0.668
52. H 0.364
53. H 0.436
54. C -1.544
55. H 0.171
56. H 0.312
57. H 0.436
58. H 0.363
59. C 1.778
60. H 0.454
61. C -1.084
62. H 0.065
63. N 1.058
64. H -0.094
65. C -1.405
66. C 1.753
67. C -0.010
68. H 0.501
69. H 0.659
70. C -0.476
71. H 0.222
72. H -0.108
73. H 0.523
74. C -1.537
75. C 2.520
76. O -0.161
77. C 1.697
78. H 0.554
79. H 0.478
80. H 0.317
81. C 0.869
82. C -1.714
83. H 0.133
84. H 0.442
85. H 0.323
86. H 0.526
87. H -0.168
88. H 0.547
89. H 0.431
90. H 0.442
91. C -0.215
92. H 0.586
93. H 0.645
94. H 0.507
95. H 0.515
96. C -1.211
97. C -1.369
98. C 1.531
99. C -1.257

---

[4]
Computed, not measured: one molecule with the formula C6H7N, with ωB97M-V with the def2-TZVPD basis set.

Output
- HOMO: -8.07 eV
- E_tot: -287.38430 Ha
- Kohn-Sham gap: 9.26 eV
- LUMO energy: 1.189 eV

Geometry as ORCA input:
```
! wB97M-V def2-TZVPD RIJCOSX def2/J DEFGRID3
* xyz 0 1
C 0.6060 -0.0350 -0.2717
H 2.3966 -1.0577 -0.5388
C -1.5484 0.4197 -0.1329
C -0.8397 0.4672 1.1996
N -0.0029 -0.6579 0.8884
H 2.4183 0.6426 -1.1092
C -0.3961 0.3192 -1.0975
H -0.4345 0.5050 -2.1526
H -2.0001 -1.7823 0.6002
C 2.0764 -0.0354 -0.3287
H 2.5351 0.2646 0.6251
C -1.3798 -0.9017 0.4582
H -0.9165 0.9553 2.1627
H -2.5143 0.8964 -0.3028
*
```

How positive or negative is each atom? The Mulliken charges in e answer that:
1. C 0.453
2. H 0.254
3. C -0.085
4. C -0.379
5. N -0.514
6. H 0.313
7. C -0.556
8. H 0.478
9. H 0.354
10. C -1.130
11. H 0.279
12. C -0.283
13. H 0.372
14. H 0.444